Entry 1:
10
Properties=species:S:1:pos:R:3:forces:R:3:mulliken_charge:R:1 method="wB97M-V/def2-TZVPD" homo_ev=-2.613 charge=-1 e_lumo_ev=3.642 gap_ev=6.25 e_above_lowest_kcal_mol=13.6
H 0.510 0.493 -2.720 0.000 0.192 0.016 0.24
C 0.967 -0.230 -2.063 0.032 -0.542 0.356 -0.81
H 1.097 -1.205 -0.216 0.136 -0.049 -0.035 0.24
H -1.065 0.734 -0.544 -0.104 0.341 0.449 0.16
N -0.346 0.235 -0.057 0.165 -0.904 -0.808 -0.36
H -1.894 -0.081 3.699 -0.153 -0.302 -0.069 -0.07
C 0.552 -0.482 -0.811 0.525 1.154 0.580 0.09
H 1.894 -0.705 -2.349 -0.244 -0.250 -0.455 0.22
H -0.316 0.158 0.946 -0.556 0.139 0.070 0.18
S -1.400 1.084 4.115 0.200 0.221 -0.105 -0.90

=====

Entry 2:
10
Properties=species:S:1:pos:R:3:forces:R:3:mulliken_charge:R:1 method="wB97M-V/def2-TZVPD" homo_ev=-2.515 charge=-1 e_lumo_ev=3.596 gap_ev=6.11 e_above_lowest_kcal_mol=18.6
H 2.261 -1.114 4.803 -0.030 0.043 -0.067 -0.06
C -0.436 0.679 -1.009 -0.918 0.311 0.946 0.12
H 0.389 -1.056 -0.684 -0.112 -0.201 0.603 0.19
H -0.992 -0.709 -2.466 -0.279 -0.046 0.184 0.16
H -0.479 1.689 -0.616 -0.203 0.064 -0.046 0.30
S 1.343 -0.355 4.175 0.043 -0.017 -0.088 -0.92
H 0.877 -0.050 0.546 -0.103 0.773 0.019 0.22
C -1.155 0.296 -2.079 0.518 -0.362 -0.073 -0.82
H -1.980 0.836 -2.515 0.425 0.529 -0.144 0.23
N 0.171 -0.216 -0.155 0.660 -1.095 -1.333 -0.41

=====

Entry 3:
10
Properties=species:S:1:pos:R:3:forces:R:3:mulliken_charge:R:1 method="wB97M-V/def2-TZVPD" homo_ev="-15.042 / -15.042" charge=+1 e_lumo_ev="-6.084 / -6.084" gap_ev="8.96 / 8.96" e_above_lowest_kcal_mol=44.5
H 0.798 -1.483 0.234 -0.133 -1.153 0.147 0.28
H 2.024 -0.576 0.878 -0.317 -0.207 -0.437 0.30
C -0.118 1.054 -0.296 -3.487 -1.691 0.795 0.23
C -1.183 0.314 -0.983 1.915 -3.875 3.858 -0.56
H 0.847 1.351 -0.346 2.688 1.103 -0.257 0.46
H -1.527 0.575 -1.867 -1.526 1.812 -4.067 0.33
H 0.884 -0.960 1.897 -0.826 -0.732 0.169 0.25
N 1.027 -0.801 0.917 1.193 2.362 -0.268 -0.70
H -1.217 -0.857 -0.895 0.037 2.385 0.355 0.23
S -1.534 1.383 0.463 0.456 -0.005 -0.297 0.16

=====

Entry 4:
14
Properties=species:S:1:pos:R:3:forces:R:3:mulliken_charge:R:1 method="wB97M-V/def2-TZVPD" homo_ev=-9.685 charge=0 e_lumo_ev=-1.056 gap_ev=8.63
Na -1.692 -1.718 -2.894 0.407 0.413 0.696 0.92
H 0.731 -1.508 2.435 -0.248 0.173 -0.333 0.24
H -0.324 -0.100 2.097 0.082 -0.280 -0.154 0.27
H 1.047 1.895 -1.545 -0.103 -0.068 0.367 0.24
O -1.827 -0.924 -0.528 -0.160 -0.532 -1.360 -0.85
P -0.433 -0.440 -0.740 1.642 1.667 2.808 1.14
H 0.626 2.886 -0.113 -0.011 -0.436 -0.110 0.24
H 1.599 1.395 0.085 -0.270 0.089 -0.167 0.27
H -0.914 -1.760 1.773 0.287 0.255 -0.053 0.24
C 0.769 1.855 -0.478 0.495 0.540 -0.068 -0.61
O 0.542 -1.056 0.451 -0.693 0.170 -1.054 -0.32
C -0.028 -1.103 1.745 -0.122 -0.160 0.707 -0.61
O -0.444 1.155 -0.284 -0.245 -1.123 -0.549 -0.32
O 0.347 -0.579 -2.004 -1.061 -0.708 -0.728 -0.85

=====

Entry 5:
9
Properties=species:S:1:pos:R:3:forces:R:3:mulliken_charge:R:1 method="wB97M-V/def2-TZVPD" homo_ev=-10.268 charge=0 e_lumo_ev=1.086 gap_ev=11.35 e_above_lowest_kcal_mol=1.4
H 1.837 -0.671 -0.750 0.152 -0.192 0.052 0.31
C -0.216 -0.264 -0.429 -0.558 -0.432 0.149 -0.12
H -0.372 0.126 -1.436 -0.106 0.112 0.069 0.24
H -0.714 0.497 1.314 -0.090 -0.102 -0.238 0.30
O -1.123 0.411 0.443 0.231 0.116 0.006 -0.51
H 1.536 0.945 -0.177 -0.095 0.055 -0.036 0.31
C 1.225 -0.097 -0.059 0.696 0.630 -0.044 -1.11
H 1.494 -0.362 0.968 -0.282 -0.319 -0.067 0.35
H -0.482 -1.331 -0.472 0.052 0.132 0.109 0.23

=====

Entry 6:
10
Properties=species:S:1:pos:R:3:forces:R:3:mulliken_charge:R:1 method="wB97M-V/def2-TZVPD" homo_ev=-9.506 charge=0 e_lumo_ev=0.737 gap_ev=10.24 e_above_lowest_kcal_mol=33.3
H 0.230 1.783 -0.114 -1.395 0.327 0.664 0.34
O -0.043 -0.982 -1.454 -2.331 0.487 3.185 -0.46
H 0.553 -1.149 -2.106 2.675 -0.797 -2.742 0.31
H 0.226 -0.630 1.806 -0.073 -0.002 0.217 0.25
H -1.200 1.717 0.589 0.203 -0.343 -0.086 0.32
O -0.533 2.305 0.239 1.170 0.355 -0.603 -0.63
C 0.535 -1.053 -0.192 0.274 1.205 -1.816 0.01
H 1.637 -1.077 -0.221 -0.615 -0.784 0.423 0.29
H -1.194 -0.223 0.626 0.509 -1.095 0.303 0.38
C -0.211 -0.692 0.827 -0.416 0.647 0.456 -0.81

=====

Entry 7:
10
Properties=species:S:1:pos:R:3:forces:R:3:mulliken_charge:R:1 method="wB97M-V/def2-TZVPD" homo_ev=-11.108 charge=0 e_lumo_ev=0.792 gap_ev=11.90 e_above_lowest_kcal_mol=0.0
H 2.163 2.024 -3.120 -0.013 0.099 0.113 0.23
H -1.519 -1.562 3.027 -0.073 0.094 0.033 0.33
H 2.923 3.236 -2.092 0.055 0.119 0.165 0.22
H 1.644 2.164 -1.446 -0.054 0.028 0.274 0.22
H 1.231 3.439 -2.630 0.071 0.000 0.167 0.22
C 1.989 2.729 -2.300 -0.059 -0.246 -0.720 -0.89
H -2.999 -3.487 1.689 -0.038 -0.296 -0.096 0.31
O -2.360 -1.894 2.671 0.134 0.077 0.128 -0.41
C -2.081 -3.081 2.115 0.058 0.309 -0.025 0.25
O -0.990 -3.567 2.086 -0.080 -0.183 -0.040 -0.48

=====

Entry 8:
10
Properties=species:S:1:pos:R:3:forces:R:3:mulliken_charge:R:1 method="wB97M-V/def2-TZVPD" homo_ev=-8.434 charge=0 e_lumo_ev=0.565 gap_ev=9.00 e_above_lowest_kcal_mol=97.2
H 1.214 1.962 0.499 -0.180 -0.133 -0.172 0.35
O 0.760 1.391 -0.135 0.228 0.124 0.036 -0.45
H -0.958 -0.208 -1.275 -0.190 0.079 0.133 0.24
H 0.293 0.219 1.537 -0.275 0.012 -0.088 0.33
O 0.748 -1.556 -0.421 -0.931 -0.007 -0.456 -0.76
C -0.732 -0.450 -0.246 4.037 -2.535 -0.794 -0.46
H -1.379 0.725 0.417 1.328 1.182 1.261 0.10
H 1.316 -1.340 -1.177 -0.412 0.020 0.107 0.25
H -1.281 -1.216 0.282 -0.222 0.286 -0.013 0.26
C 0.019 0.473 0.518 -3.382 0.973 -0.014 0.13